21
Properties=species:S:1:pos:R:3:forces:R:3:nbo_charge:R:1 method="wB97M-V/def2-TZVPD" charge=-2 relative_energy_kcal_mol=20.0 e_homo_ha="0.104 / 0.104" multiplicity=1 energy_ev=-28296.448 gap_ev="3.22 / 3.22"
C 1.639 -0.062 -0.965 0.04 -0.52 -0.21 -0.91
H -2.788 0.059 0.780 0.58 -0.06 0.09 0.22
H 2.229 -0.956 -1.234 -0.09 0.59 -0.09 0.23
H 1.270 2.048 -2.711 0.02 0.38 -0.38 0.17
H -0.495 1.544 -3.244 0.05 0.33 -0.10 0.17
C 0.372 0.685 1.838 -1.41 0.31 1.15 -0.33
N -0.502 -0.648 -1.768 0.17 -0.32 -0.34 -1.01
H -1.388 -0.574 -2.297 1.03 0.42 0.25 0.35
Sn 0.082 -1.170 0.271 0.95 0.13 -3.74 0.93
H -1.809 -1.831 2.492 0.39 0.40 -0.40 0.24
C -1.287 -0.938 2.146 -0.60 1.75 1.92 -0.50
C 0.422 1.384 -2.692 0.52 -0.45 0.40 -0.73
C -1.796 0.062 1.238 0.25 0.45 1.60 -0.36
Cl 0.788 -3.205 -0.421 1.46 -4.08 -1.13 -0.75
C 0.073 -0.555 2.511 -1.31 1.35 1.23 -0.46
H 1.319 1.228 1.903 -0.42 -0.32 -0.19 0.22
H 2.232 0.780 -0.582 -0.13 -0.20 -0.31 0.19
H -0.847 1.937 0.408 0.10 -0.50 0.21 0.23
H 0.730 -1.104 3.188 -0.29 0.18 -0.47 0.24
C -0.781 1.068 1.071 0.07 -0.28 0.84 -0.34
C 0.537 0.249 -1.931 -1.37 0.43 -0.35 0.21



26
Properties=species:S:1:pos:R:3:forces:R:3:nbo_charge:R:1 method="wB97M-V/def2-TZVPD" charge=-1 relative_energy_kcal_mol=13.4 e_homo_ha=-0.248 multiplicity=1 energy_ev=-18705.944 gap_ev=9.91
H 7.457 5.669 11.328 -0.03 0.03 0.02 0.46
H 9.947 9.402 9.727 0.08 -0.15 -0.14 0.51
H 5.407 10.146 10.711 0.15 -0.07 0.09 0.47
H 8.297 11.619 11.994 -0.03 0.06 -0.03 0.46
H 10.021 9.386 12.712 0.00 0.01 -0.05 0.45
H 7.878 6.700 10.289 0.42 -0.33 0.13 0.49
O 10.778 9.762 9.356 0.10 0.00 0.14 -0.98
O 7.530 5.795 10.378 0.00 0.03 -0.08 -0.97
O 8.422 8.608 10.254 -0.63 0.12 -0.26 -1.30
O 4.708 9.881 11.316 -0.26 0.09 -0.09 -0.94
O 8.544 7.561 7.629 -0.36 0.04 -0.12 -0.98
O 7.645 10.934 11.827 -0.02 0.27 -0.10 -0.99
H 9.490 7.697 7.541 0.03 -0.08 0.11 0.46
H 6.960 11.241 9.009 0.08 0.08 0.07 0.45
H 8.325 7.995 8.482 0.56 -0.08 -0.07 0.49
O 5.285 6.827 8.380 -0.06 0.05 -0.07 -0.95
H 8.089 10.319 11.212 -0.13 -0.45 0.05 0.51
H 7.879 10.014 9.117 0.17 0.07 0.01 0.49
O 9.614 8.521 12.796 -0.07 -0.18 0.14 -0.98
H 10.671 9.668 8.407 -0.10 0.13 -0.02 0.45
H 5.311 7.768 8.183 0.06 0.01 -0.06 0.46
H 4.889 10.402 12.104 0.18 -0.05 0.03 0.47
H 6.209 6.547 8.361 0.02 -0.07 0.08 0.49
O 7.638 10.760 8.527 -0.20 -0.07 -0.07 -0.98
H 7.512 8.297 10.153 -0.15 0.48 0.38 0.44
H 9.050 8.445 11.996 0.19 0.05 -0.12 0.51